No. 1
Below is C12H50CrF6N21O19S2 as an isolated structure at a distorted geometry, with properties calculated with ωB97M-V/def2-TZVPD.

## Properties
⟨S²⟩ ... 6.00
Orbital gap (spin up / spin down) ... 7.9 / 7.9 eV
Molar mass ... 1022.78 g mol⁻¹
Total charge ... +1
Lowest unoccupied orbital energy (spin up / spin down) ... -2.8 / -2.8 eV
Spin multiplicity ... 5

CARTESIAN COORDINATES (ANGSTROEM)
1 Cr -2.1747 -2.0164 0.3014
2 C -0.6746 2.0010 0.8623
3 F -0.0490 2.8179 1.6496
4 F -1.7726 1.6213 1.4377
5 F -0.9715 2.5928 -0.3070
6 S 0.4878 0.4099 0.6084
7 O 0.6232 0.4156 -0.8938
8 O 1.7826 0.6951 1.2897
9 N -0.6323 -0.8931 1.2449
10 S -0.1208 -0.9655 2.7804
11 O 0.3900 0.2985 3.2714
12 O -1.2108 -1.4734 3.6185
13 C 1.2983 -2.1405 2.8143
14 F 0.8971 -3.3374 3.2950
15 F 1.8706 -2.2648 1.6366
16 F 2.1787 -1.6527 3.6702
17 C -0.2633 -0.4645 -4.6819
18 O -1.2614 0.0516 -4.1577
19 N -0.2771 -1.0474 -5.8575
20 N 0.9327 -0.4619 -4.2193
21 H 0.5817 -1.4827 -6.1625
22 H -1.2124 -1.3102 -6.1335
23 H 1.0949 -0.1146 -3.2849
24 H 1.7540 -0.9060 -4.6042
25 C 2.6496 2.9073 -4.1617
26 O 3.5107 2.0207 -4.2505
27 N 1.6415 2.7789 -3.2420
28 N 2.4658 3.9460 -4.9284
29 H 1.1458 3.6416 -3.0687
30 H 1.7506 2.1659 -2.4467
31 H 1.6385 4.4644 -4.6699
32 H 3.2042 4.1773 -5.5775
33 C 5.9789 -1.2689 1.2000
34 O 5.9642 -0.1059 0.8774
35 N 6.6313 -2.1729 0.5103
36 N 5.1943 -1.7053 2.1198
37 H 7.1807 -1.7490 -0.2235
38 H 6.5304 -3.1692 0.6420
39 H 4.9795 -2.6709 2.3239
40 H 4.5986 -0.9791 2.4911
41 C -3.6007 2.6279 -3.9494
42 O -4.5818 3.2904 -3.5941
43 N -3.3576 2.2728 -5.1537
44 N -2.6970 2.1390 -3.1100
45 H -2.5000 1.8400 -5.4658
46 H -4.1855 2.4577 -5.7018
47 H -1.9890 1.5778 -3.5615
48 H -2.7772 2.3543 -2.1265
49 C 3.5098 -0.6096 -2.3015
50 O 3.1933 -1.5960 -1.7482
51 N 3.7149 0.5374 -1.7974
52 N 3.6719 -0.4996 -3.6126
53 H 3.5019 0.6025 -0.8122
54 H 4.0084 1.3691 -2.2895
55 H 3.8201 0.4246 -3.9922
56 H 3.8151 -1.3465 -4.1439
57 C -4.3595 -1.1117 5.1013
58 O -4.4116 -1.8691 4.1823
59 N -5.4224 -0.8990 5.8826
60 N -3.2210 -0.7597 5.5855
61 H -5.1910 -0.7604 6.8559
62 H -6.3709 -1.1824 5.6823
63 H -2.3786 -1.0538 5.1122
64 H -3.2498 -0.2015 6.4267
65 C 2.9947 3.9765 -0.1644
66 O 3.7945 3.6516 -0.9597
67 N 2.1971 5.0271 -0.2145
68 N 2.8607 3.3925 0.9814
69 H 1.5221 5.2287 0.5092
70 H 2.1466 5.3863 -1.1571
71 H 2.0924 3.6263 1.5939
72 H 3.4169 2.6084 1.2913
73 C 0.3507 -3.8798 -0.6732
74 O -0.6961 -3.3291 -0.6793
75 N 0.6378 -4.7588 0.2302
76 N 1.3579 -3.6089 -1.4176
77 H 1.5942 -5.0827 0.2095
78 H 0.1033 -5.0848 1.0228
79 H 2.3180 -3.8240 -1.1893
80 H 1.1362 -2.9973 -2.1902
81 C -4.9377 3.1445 0.0902
82 O -4.2130 4.1018 -0.1263
83 N -6.2563 3.1101 -0.0252
84 N -4.4465 1.9537 0.1337
85 H -6.7503 2.2674 0.2314
86 H -6.8514 3.8536 -0.3616
87 H -3.4423 1.9327 0.0272
88 H -5.0024 1.1401 0.3555
89 C -2.1634 -4.7494 2.1076
90 O -2.2219 -3.6240 1.6752
91 N -2.1760 -4.8646 3.4157
92 N -2.0667 -5.9386 1.4784
93 H -1.6621 -5.6715 3.7397
94 H -2.1739 -4.0024 3.9417
95 H -2.2841 -6.8173 1.9265
96 H -2.1829 -5.9007 0.4759
97 O 3.9291 -3.7581 -0.1632
98 H 3.9407 -2.9235 -0.6319
99 H 4.1623 -3.5310 0.7369
100 O 1.2535 5.1406 2.7778
101 H 1.6152 5.3054 3.6485
102 H 0.6798 4.3835 2.8955
103 O -3.8250 -1.0314 1.5054
104 H -4.7373 -0.9230 1.2367
105 H -3.8754 -1.3014 2.4224
106 O -1.2974 1.8459 5.6970
107 H -0.9287 2.2427 4.9078
108 H -1.1916 2.5145 6.3737
109 O -2.1496 -0.3408 -1.3281
110 H -2.4672 -0.3802 -2.2303
111 H -1.3828 0.2307 -1.3685

***

No. 2
Below is C12H5BaF11N2O5Sb as an isolated structure at a distorted geometry, with properties calculated with ωB97M-V/def2-TZVPD.

## Properties
⟨S²⟩ ... 0.79
Orbital gap (spin up / spin down) ... 8.7 / 5.4 eV
Molar mass ... 725.25 g mol⁻¹
Total charge ... 0
Relative energy (zero: lowest compared OMol25 entry of this formula, charge and spin) ... 39.6 kcal per mole
Lowest unoccupied orbital energy (spin up / spin down) ... -0.9 / -4.2 eV
Spin multiplicity ... 2

CARTESIAN COORDINATES (ANGSTROEM)
1 Ba -0.5380 0.5317 0.4122
2 C 3.7522 0.2686 -1.2860
3 C 3.4672 0.1913 0.1753
4 N 2.2723 0.1877 0.7324
5 C 2.4827 0.0970 2.0993
6 C 3.8278 0.0588 2.3475
7 N 4.4263 0.1152 1.1172
8 C 4.7230 -0.0409 3.5344
9 O 4.1544 -0.1173 4.7087
10 O 5.9225 -0.0538 3.3500
11 C 1.3445 0.0648 3.0822
12 O 1.6155 0.0056 4.2919
13 O 0.1820 0.1097 2.5703
14 H 2.8778 -0.0496 -1.8465
15 H 4.5871 -0.3771 -1.5582
16 H 4.0065 1.2877 -1.5888
17 H 5.4280 0.0868 1.0069
18 H 3.1495 -0.0845 4.6167
19 F 1.8075 5.9320 -3.9140
20 C 1.3956 5.1867 -2.9250
21 C 1.0220 5.7942 -1.7190
22 F 1.0984 7.1080 -1.6159
23 C 0.5888 5.0185 -0.6822
24 F 0.2347 5.5551 0.4548
25 C 0.5225 3.5759 -0.8006
26 O 0.1587 2.8474 0.1319
27 C 0.9094 3.0141 -2.0768
28 F 0.8231 1.7048 -2.2054
29 C 1.3385 3.7902 -3.1039
30 F 1.6973 3.2808 -4.2673
31 F -1.7636 -1.2048 -0.7031
32 Sb -3.4194 -0.2252 -0.4337
33 F -2.7435 0.1016 1.3333
34 F -2.3821 1.3378 -0.9525
35 F -4.8787 0.8801 -0.1005
36 F -3.8270 -0.4837 -2.2334
37 F -4.2527 -1.7852 0.1359

***

No. 3
Below is C12H5F11N5PdSbSe as an isolated structure, with properties calculated with ωB97M-V/def2-TZVPD.

## Properties
⟨S²⟩ ... 0.75
Orbital gap (spin up / spin down) ... 6.8 / 6.8 eV
Molar mass ... 735.33 g mol⁻¹
Total charge ... -1
Lowest unoccupied orbital energy (spin up / spin down) ... 2.0 / 2.0 eV
Spin multiplicity ... 2

CARTESIAN COORDINATES (ANGSTROEM)
1 Pd -0.2729 -0.6524 -0.4571
2 N -1.9014 -0.3949 3.6894
3 C -1.3613 -1.2595 2.8198
4 N -1.0027 -0.6170 1.7404
5 C -1.3802 0.6689 1.9984
6 N -1.9274 0.8487 3.1759
7 C -1.2565 1.7130 0.9749
8 C -1.3651 3.0692 1.2390
9 N -1.3384 3.9774 0.2710
10 C -1.2158 3.5150 -0.9696
11 C -1.0701 2.1653 -1.2447
12 N -1.0741 1.2665 -0.2652
13 H -2.3111 -0.5750 4.5876
14 H -1.2584 -2.3171 3.0009
15 H -1.4733 3.4201 2.2583
16 H -1.2251 4.2457 -1.7695
17 H -0.9477 1.7877 -2.2481
18 F 6.9987 -1.4138 -0.2876
19 C 5.7340 -1.2454 -0.6961
20 C 5.4405 -1.1187 -2.0366
21 F 6.4344 -1.1667 -2.9374
22 C 4.1337 -0.9397 -2.4426
23 F 3.9299 -0.8211 -3.7620
24 C 3.0524 -0.8805 -1.5610
25 Se 1.3100 -0.6543 -2.2932
26 C 3.3968 -1.0129 -0.2188
27 F 2.4702 -0.9866 0.7501
28 C 4.7001 -1.1946 0.2121
29 F 4.9664 -1.3211 1.5211
30 F -2.5867 -1.6111 -1.3466
31 Sb -4.3287 -1.1615 -0.7303
32 F -4.8962 -0.9659 -2.5178
33 F -4.7785 -2.9937 -0.7390
34 F -6.0473 -0.7371 -0.0809
35 F -3.6868 -1.3116 1.0525
36 F -3.8614 0.6750 -0.6872

***

No. 4
Below is C12H6CaN2O5S as an isolated structure at a distorted geometry, with properties calculated with ωB97M-V/def2-TZVPD.

## Properties
Orbital gap ... 6.2 eV
Molar mass ... 330.33 g mol⁻¹
Total charge ... +2
Relative energy (zero: lowest compared OMol25 entry of this formula, charge and spin) ... 38.6 kcal per mole
Lowest unoccupied orbital energy ... -8.9 eV

CARTESIAN COORDINATES (ANGSTROEM)
1 O -0.0308 -0.3866 -5.4780
2 C -0.0308 -0.3871 -4.3389
3 Ca -0.0272 -0.3612 -1.6277
4 O 2.0921 -3.0929 -2.1593
5 C 1.3980 -2.1801 -2.1703
6 C -1.4557 1.4026 -2.1668
7 O -2.1547 2.3347 -2.1456
8 C -1.8471 -1.7861 -2.1710
9 O -2.7398 -2.5066 -2.1588
10 C 1.7804 1.0102 -2.1651
11 O 2.6821 1.7478 -2.1453
12 N -0.3450 -3.0194 0.4176
13 C -0.2082 -1.8079 1.0723
14 N -0.0700 -0.6452 0.4430
15 C 0.0523 0.4736 1.2504
16 C 0.2093 1.8389 0.8747
17 C 0.3060 2.7798 1.9083
18 C 0.2499 2.3809 3.2605
19 C 0.0942 1.0130 3.5856
20 C -0.0047 0.0629 2.5806
21 S -0.2052 -1.6966 2.7444
22 H -0.4400 -3.8101 1.0504
23 H -0.3609 -3.1652 -0.6207
24 H 0.2530 2.1471 -0.1989
25 H 0.4277 3.8477 1.6648
26 H 0.3277 3.1333 4.0673
27 H 0.0474 0.6726 4.6264

***

No. 5
Below is C12H6Cl2N3O7Ru as an isolated structure, with properties calculated with ωB97M-V/def2-TZVPD.

## Properties
Orbital gap (spin up / spin down) ... 6.6 / 6.7 eV
Molar mass ... 476.17 g mol⁻¹
Total charge ... -1
Relative energy (zero: lowest compared OMol25 entry of this formula, charge and spin) ... 11.0 kcal per mole
Lowest unoccupied orbital energy (spin up / spin down) ... 1.4 / 1.5 eV

CARTESIAN COORDINATES (ANGSTROEM)
1 Ru -0.7230 0.2682 -0.7763
2 O 4.8709 -2.0263 -1.2759
3 C 3.7879 -1.5096 -1.2414
4 C 3.3495 -0.3736 -0.3078
5 O 4.0748 0.2698 0.4186
6 C 1.9174 -0.2480 -0.5432
7 C 1.4761 -1.0864 -1.5617
8 O 0.2346 -1.0715 -1.9495
9 C 2.5849 -1.8576 -2.1312
10 O 2.6059 -2.5811 -3.0993
11 O 1.0719 0.5585 0.0474
12 N -0.1386 1.5606 -2.5815
13 N -1.3199 1.9068 -3.2699
14 C -2.4629 1.1069 -2.9956
15 O -3.3838 1.1438 -3.7908
16 O -2.4178 0.4598 -1.8852
17 H 0.4054 2.3917 -2.3867
18 H 0.4222 0.8881 -3.1011
19 H -1.2097 2.0994 -4.2545
20 Cl -1.1814 -3.1566 2.4286
21 C -1.2335 -1.4702 2.8053
22 C -1.2019 -1.0839 4.1342
23 C -1.2428 0.2617 4.4700
24 C -1.3050 1.2284 3.4779
25 C -1.3175 0.8079 2.1652
26 Cl -1.3966 1.9907 0.8812
27 C -1.2829 -0.5290 1.7639
28 N -1.2807 -0.9434 0.4321
29 H -1.1460 -1.8448 4.9001
30 H -1.2216 0.5575 5.5104
31 H -1.3359 2.2824 3.7167

***

No. 6
Below is C12H6F10N2O2RuSTe as an isolated structure at a distorted geometry, with properties calculated with ωB97M-V/def2-TZVPD.

## Properties
⟨S²⟩ ... 6.04
Orbital gap (spin up / spin down) ... 6.8 / 4.6 eV
Molar mass ... 660.91 g mol⁻¹
Total charge ... +2
Lowest unoccupied orbital energy (spin up / spin down) ... -9.0 / -11.2 eV
Spin multiplicity ... 5

CARTESIAN COORDINATES (ANGSTROEM)
1 Ru 1.6974 -0.0139 -0.0965
2 F -1.0615 4.6717 4.1054
3 C -0.4327 3.6251 3.6982
4 C -0.2222 3.4478 2.2995
5 F -0.6651 4.3456 1.4629
6 C 0.4455 2.3446 1.8701
7 F 0.6694 2.1946 0.5533
8 C 0.9072 1.3468 2.7557
9 S 1.6965 -0.0866 2.2763
10 C 0.6926 1.5660 4.1550
11 F 1.1251 0.6726 5.0001
12 C 0.0398 2.6825 4.6181
13 F -0.1491 2.8669 5.8982
14 N -3.5303 -3.3748 -3.0026
15 C -3.6118 -2.1129 -2.5517
16 O -4.5570 -1.3658 -2.6250
17 C -2.3768 -1.5719 -1.8438
18 C -1.8223 -2.2179 -0.7386
19 C -0.7308 -1.6531 -0.1225
20 N -0.2008 -0.4875 -0.5632
21 C -0.7692 0.1673 -1.6060
22 C -1.8678 -0.3410 -2.2514
23 H -4.3225 -3.7760 -3.4817
24 H -2.6873 -3.9190 -2.9551
25 H -2.2408 -3.1350 -0.3473
26 H -0.2644 -2.1167 0.7368
27 H -0.3303 1.1109 -1.9024
28 H -2.3310 0.2144 -3.0554
29 F 3.8786 -1.5809 -3.2974
30 Te 4.0107 -0.6871 -1.7083
31 F 5.4039 -1.7442 -1.2147
32 F 2.2780 0.1357 -2.2513
33 F 2.6985 -2.0005 -1.1288
34 F 4.9159 0.6352 -2.5709
35 O 3.7143 0.1569 -0.1148